Record 1
{
  "formula": "C19H17NO5",
  "method": "the ωB97M-V functional and the def2-TZVPD basis",
  "elements": ["C", "H", "O", "C", "C", "C", "C", "C", "C", "H", "H", "C", "C", "C", "C", "C", "C", "O", "C", "O", "H", "O", "C", "C", "O", "N", "C", "C", "C", "H", "H", "H", "H", "H", "H", "H", "H", "H", "H", "H", "H", "H"],
  "positions_angstrom": [[-7.1606, 0.0641, -0.6698], [-6.9233, -0.0862, -1.7278], [-6.1662, 0.8183, -0.0182], [-4.9040, 0.3292, 0.0392], [-3.9659, 1.1172, 0.6963], [-2.6462, 0.7020, 0.8078], [-2.2246, -0.5229, 0.2596], [-3.1801, -1.3006, -0.3954], [-4.4918, -0.8898, -0.5063], [-5.1934, -1.5274, -1.0212], [-2.9004, -2.2479, -0.8281], [-0.8329, -0.8983, 0.4132], [-0.2670, -2.0777, -0.0848], [1.0601, -2.3704, 0.1062], [1.8881, -1.4897, 0.8130], [1.3585, -0.3110, 1.3101], [0.0107, -0.0235, 1.1097], [-0.4201, 1.1558, 1.6286], [-1.7054, 1.5816, 1.5171], [-1.9972, 2.6441, 2.0029], [1.9487, 0.4130, 1.8475], [3.1885, -1.8749, 0.9397], [4.0507, -1.0888, 1.7332], [4.4063, 0.2753, 1.1237], [4.8011, 1.1950, 1.8065], [4.2586, 0.3192, -0.2124], [4.4786, 1.4969, -0.9850], [4.9284, 1.3682, -2.4063], [3.5316, 1.8288, -2.0982], [3.2777, 2.8634, -2.2636], [2.7184, 1.1447, -2.2904], [5.6387, 2.0853, -2.7859], [5.0558, 0.3748, -2.8096], [4.8732, 2.2903, -0.3646], [3.9263, -0.5030, -0.6953], [4.9717, -1.6728, 1.8239], [3.6436, -0.9285, 2.7378], [1.4900, -3.2825, -0.2759], [-0.8809, -2.7762, -0.6293], [-4.2606, 2.0609, 1.1264], [-8.0738, 0.6508, -0.5870], [-7.3108, -0.9068, -0.1870]],
  "homo_lumo_gap_ha": 0.3082,
  "e_lumo_ev": 0.320,
  "e_above_lowest_kcal_mol": 30.95,
  "smiles": "COc1ccc2c(c1)c(=O)oc1cc(OCC(=O)NC3CC3)ccc12",
  "fmax_ha_per_bohr": 0.02001
}

Record 2
{
  "formula": "C19H18AgN2O5S2",
  "method": "the ωB97M-V functional and the def2-TZVPD basis",
  "elements": ["Ag", "O", "C", "C", "C", "C", "C", "C", "C", "O", "N", "N", "C", "S", "C", "C", "S", "H", "H", "H", "H", "H", "H", "H", "H", "H", "C", "O", "C", "C", "C", "C", "C", "C", "O", "C", "O", "C", "H", "H", "H", "H", "H", "H", "H", "H", "H"],
  "positions_angstrom": [[-0.2039, 0.0116, -0.3714], [3.5223, 4.3874, 0.3516], [4.3501, 3.3521, 0.1444], [5.7231, 3.6151, 0.1584], [6.6366, 2.6013, -0.0570], [6.2032, 1.2984, -0.2895], [4.8438, 1.0346, -0.2989], [3.8993, 2.0357, -0.0847], [2.4481, 1.6375, -0.1018], [2.1480, 0.4408, -0.2640], [1.5964, 2.6651, 0.0713], [0.2818, 2.2798, 0.0788], [-0.5637, 3.2166, 0.1736], [-0.0954, 4.9265, 0.2220], [-1.7653, 5.5097, 0.6137], [-2.7535, 4.6056, -0.0979], [-2.2970, 2.9006, 0.2882], [2.5919, 4.0126, 0.2736], [6.0452, 4.6333, 0.3387], [7.6973, 2.8272, -0.0442], [6.9169, 0.5025, -0.4599], [4.4632, 0.0353, -0.4692], [-1.8428, 6.5459, 0.2820], [-1.9150, 5.4651, 1.6919], [-2.7088, 4.7539, -1.1762], [-3.7753, 4.7600, 0.2491], [-0.5093, -7.0797, 0.5768], [-1.8545, -6.6560, 0.4794], [-2.0704, -5.3375, 0.1965], [-3.4307, -4.9812, 0.0505], [-3.7322, -3.6770, -0.2188], [-2.7571, -2.6679, -0.3934], [-3.1498, -1.3010, -0.6857], [-4.5620, -0.8158, -0.3871], [-2.3857, -0.4449, -1.1332], [-1.3568, -3.0317, -0.2662], [-0.3802, -2.2455, -0.4099], [-1.0768, -4.4081, 0.0656], [-0.5376, -8.1540, 0.7433], [0.0028, -6.5977, 1.4133], [0.0422, -6.8670, -0.3416], [-4.1942, -5.7413, 0.1511], [-4.7782, -3.4276, -0.3383], [-5.2918, -1.5979, -0.1996], [-4.8952, -0.1857, -1.2112], [-4.4991, -0.1873, 0.5046], [-0.0302, -4.6494, 0.1815]],
  "homo_lumo_gap_ha": 0.2548,
  "e_lumo_ev": 2.336,
  "e_above_lowest_kcal_mol": 0.00,
  "charge": -1,
  "fmax_ha_per_bohr": 0.00620
}